[1]
{"formula": "C8H6ClN2OS", "method": "ωB97M-V/def2-TZVPD", "lumo_energy_ha": 0.102, "homo_ev": -3.8, "total_charge": -1, "orbital_gap_ha": 0.2430, "elements": ["O", "C", "C", "C", "C", "C", "C", "N", "S", "N", "C", "C", "H", "H", "H", "H", "H", "H", "Cl"], "positions_angstrom": [[-1.98016, -0.60306, 2.87868], [-0.95805, -1.24604, 2.91963], [0.42084, -0.83764, 2.30397], [0.35757, -0.28115, 0.84785], [1.45646, -0.75205, -0.08347], [1.56501, -0.33801, -1.46298], [0.59981, 0.62620, -2.04750], [0.57102, 1.14210, -3.32418], [-0.73300, 2.20469, -3.34445], [-1.26257, 1.99110, -1.78416], [-0.47666, 1.09111, -1.08387], [-0.62558, 0.65384, 0.33873], [-0.98136, -2.22713, 3.50265], [0.99827, -0.14896, 2.99016], [1.03597, -1.78684, 2.25275], [2.22202, -1.45524, 0.32102], [2.38204, -0.72271, -2.13009], [-1.44714, 1.02291, 0.98887], [-3.14449, 1.66689, -4.08358]], "forces_ev_per_a": [[0.86, -0.27, -0.18], [0.16, 0.23, 0.43], [0.02, -0.59, -0.66], [0.11, 0.99, -2.25], [-1.17, 1.23, -1.06], [-0.87, 0.23, 0.88], [-0.05, -1.20, 2.27], [-1.10, 0.85, 2.22], [1.02, -2.42, 2.94], [1.03, -0.14, 0.14], [0.64, 0.58, -2.23], [2.08, -1.20, -0.78], [0.30, 0.66, -0.57], [-0.88, -0.55, -0.53], [-0.63, 0.97, 0.16], [-0.73, 0.63, -0.37], [-0.82, 0.32, 0.92], [0.71, -0.25, -0.77], [-0.67, -0.07, -0.54]], "nbo_charge": [-0.5147, 0.4548, -0.5331, -0.0492, -0.2645, -0.2045, 0.0752, -0.6706, 1.0558, -0.6351, 0.0914, -0.2224, 0.0947, 0.2415, 0.2152, 0.1975, 0.2119, 0.2460, -0.7901]}

***

[2]
{"formula": "C18H20F5N2O4TcTe", "method": "ωB97M-V/def2-TZVPD", "lumo_energy_ha": [-0.171, -0.221], "homo_ev": [-11.8, -12.1], "multiplicity": 4, "total_charge": 1, "orbital_gap_ha": [0.2626, 0.2247], "elements": ["Tc", "N", "C", "O", "C", "C", "H", "H", "H", "H", "H", "H", "F", "Te", "F", "F", "F", "F", "O", "C", "C", "C", "C", "C", "C", "N", "C", "C", "C", "C", "C", "C", "C", "O", "O", "C", "C", "H", "H", "H", "H", "H", "H", "H", "H", "H", "H", "H", "H", "H", "H"], "positions_angstrom": [[0.82304, -1.20783, 3.33298], [1.83703, 1.02771, 6.69237], [1.75367, 0.38711, 5.54038], [0.70537, -0.22780, 5.22976], [2.91539, 0.35398, 4.58969], [2.39021, 0.09861, 3.17825], [1.06217, 0.98946, 7.33708], [2.67383, 1.51616, 6.96142], [3.54905, -0.47718, 4.90891], [3.50935, 1.26771, 4.65104], [3.12919, -0.35855, 2.52475], [1.98166, 1.00109, 2.72095], [-0.63670, -4.34553, 1.15141], [1.16746, -3.90737, 0.52985], [2.66186, -2.98826, -0.28285], [1.09223, -5.15456, -0.86245], [1.88465, -2.39901, 4.31891], [0.19528, -2.76201, -0.57192], [0.91827, -1.96305, 1.80822], [0.58186, 0.77126, -5.49617], [-0.08597, 1.59215, -4.42931], [-0.48334, 2.89489, -4.70661], [-1.05086, 3.71464, -3.73424], [-1.26462, 3.21173, -2.47375], [-0.91989, 1.88085, -2.20011], [-1.22090, 1.42310, -0.91223], [-1.76349, 0.22937, -0.57733], [-2.40352, -0.57039, -1.54988], [-2.99855, -1.75234, -1.17889], [-2.95732, -2.16887, 0.14854], [-2.31727, -1.39137, 1.11756], [-1.72863, -0.19596, 0.78403], [-1.05133, 0.65817, 1.81559], [-0.93754, 1.85730, 1.69605], [-0.59814, -0.00827, 2.85443], [-0.27827, 1.06221, -3.14482], [0.30031, -0.28144, -2.81507], [0.55741, 1.28981, -6.45192], [0.09677, -0.19771, -5.62043], [1.62696, 0.57602, -5.24774], [-0.32209, 3.28548, -5.70337], [-1.32744, 4.73259, -3.96944], [-1.72960, 3.81121, -1.70157], [-1.07634, 2.05861, -0.12241], [-2.45969, -0.21034, -2.56764], [-3.50932, -2.35348, -1.91777], [-3.41326, -3.10383, 0.44049], [-2.28555, -1.74014, 2.13985], [-0.22666, -1.09042, -3.32562], [0.29737, -0.51525, -1.75512], [1.33591, -0.32028, -3.15385]], "forces_ev_per_a": [[0.13, -0.73, -0.04], [0.04, -0.01, 0.01], [-0.09, -0.03, 0.01], [0.03, 0.15, 0.05], [0.01, 0.01, 0.00], [0.13, 0.17, 0.06], [0.01, 0.01, -0.01], [-0.02, 0.00, 0.00], [0.00, 0.00, 0.00], [0.00, 0.00, -0.01], [0.04, 0.06, 0.00], [0.03, 0.01, -0.02], [0.12, 0.02, -0.13], [-0.01, -0.24, -0.14], [-0.11, -0.07, -0.04], [-0.02, 0.03, 0.10], [-0.16, 0.24, -0.15], [-0.07, 0.14, -0.07], [0.05, 0.14, 0.20], [0.02, 0.00, 0.00], [0.02, 0.01, 0.03], [-0.01, 0.00, 0.01], [0.01, -0.03, 0.02], [0.03, 0.03, -0.02], [-0.08, -0.05, 0.14], [-0.01, -0.04, -0.19], [-0.01, 0.10, 0.01], [-0.07, -0.01, 0.04], [0.02, 0.01, -0.01], [0.05, -0.05, 0.04], [0.04, -0.04, -0.02], [-0.03, 0.14, -0.04], [0.09, -0.36, -0.04], [0.10, 0.10, -0.01], [-0.35, 0.36, 0.32], [0.00, 0.06, -0.15], [0.10, -0.10, -0.02], [0.00, 0.00, 0.00], [-0.01, 0.00, 0.00], [0.00, 0.00, 0.00], [-0.01, 0.01, 0.00], [-0.01, 0.00, -0.01], [0.00, 0.00, 0.00], [-0.02, -0.02, 0.07], [-0.03, -0.01, 0.02], [0.00, 0.00, -0.01], [0.00, -0.02, -0.01], [0.00, 0.03, 0.00], [0.00, 0.00, -0.01], [0.03, 0.01, 0.01], [0.00, -0.02, -0.01]], "mulliken_spin": [1.8542, 0.0021, -0.0019, -0.0087, 0.0234, -0.0914, -0.0005, -0.0007, 0.0001, -0.0031, 0.0000, 0.0150, -0.0004, 0.0008, 0.0007, -0.0016, 0.0514, 0.0019, 0.1195, 0.0007, -0.0409, 0.1095, -0.0333, 0.0847, 0.0054, 0.3728, 0.0610, 0.1709, -0.0253, 0.1621, -0.0146, 0.0700, 0.0042, 0.0224, 0.0413, 0.0795, 0.0057, -0.0006, -0.0013, -0.0021, 0.0027, 0.0002, -0.0030, -0.0377, 0.0061, 0.0043, -0.0041, 0.0075, 0.0032, -0.0129, 0.0009]}

***

[3]
{"formula": "C17H11FNO4S4V", "method": "ωB97M-V/def2-TZVPD", "lumo_energy_ha": [-0.034, -0.037], "homo_ev": [-7.8, -7.8], "multiplicity": 3, "total_charge": 0, "orbital_gap_ha": [0.2536, 0.2503], "elements": ["V", "O", "C", "S", "C", "C", "S", "S", "S", "C", "C", "C", "C", "C", "C", "C", "F", "C", "C", "C", "O", "C", "C", "N", "C", "C", "O", "O", "H", "H", "H", "H", "H", "H", "H", "H", "H", "H", "H"], "positions_angstrom": [[-0.59309, 2.64123, -2.39288], [-5.70818, 4.66018, -5.11751], [-4.69852, 4.42664, -4.51732], [-4.66085, 3.89305, -2.82478], [-2.92435, 3.97440, -2.61474], [-2.18720, 4.36344, -3.69385], [-0.43612, 4.48409, -3.77159], [-3.07463, 4.75340, -5.15409], [-2.25535, 3.49986, -1.07722], [-0.54555, -3.92508, 0.71443], [0.66331, -3.11906, 1.16321], [0.75373, -3.07250, 2.67971], [1.99390, -2.31455, 3.11559], [2.00013, -0.94101, 2.50611], [2.65127, 0.10333, 3.11763], [2.64303, 1.37157, 2.54324], [3.29456, 2.35562, 3.18018], [1.99270, 1.63353, 1.37484], [1.31887, 0.58395, 0.73290], [0.61964, 0.86453, -0.51369], [0.65044, 2.06061, -0.94902], [-0.01488, -0.23059, -1.14215], [0.04202, -1.45914, -0.52400], [0.64139, -1.72321, 0.63361], [1.32053, -0.69994, 1.29446], [-0.74035, -0.24799, -2.48202], [-1.08124, -1.32132, -2.93101], [-0.96660, 0.89269, -3.06848], [-0.54136, -4.87116, 1.25443], [-0.53697, -4.16303, -0.34704], [-1.47291, -3.40157, 0.95204], [1.57491, -3.58391, 0.77403], [0.77764, -4.09641, 3.05200], [-0.14749, -2.59833, 3.07938], [2.88592, -2.86177, 2.79472], [2.04660, -2.23541, 4.20133], [3.17348, -0.04518, 4.05431], [1.98361, 2.62287, 0.94214], [-0.44206, -2.27386, -1.03891]], "forces_ev_per_a": [[-0.86, 0.25, -0.08], [-0.01, -0.30, -0.12], [-0.01, 0.60, 0.21], [0.01, -0.16, -0.04], [0.11, -0.08, -0.05], [0.16, -0.11, -0.02], [0.12, -0.09, 0.23], [0.02, -0.20, -0.07], [0.23, -0.02, 0.02], [0.01, 0.01, -0.01], [0.00, 0.00, 0.01], [0.00, 0.00, 0.00], [0.00, 0.00, 0.00], [0.00, -0.02, 0.01], [0.01, 0.00, 0.00], [0.00, 0.01, -0.02], [0.00, 0.00, 0.01], [0.00, 0.00, 0.01], [-0.02, 0.06, 0.01], [0.10, -0.13, -0.02], [-0.17, -0.09, -0.41], [0.05, 0.01, -0.01], [-0.01, -0.01, 0.00], [-0.02, -0.01, -0.02], [0.00, 0.02, -0.01], [-0.06, -0.07, 0.01], [0.01, 0.02, -0.02], [0.31, 0.31, 0.37], [0.01, 0.00, 0.00], [0.00, 0.01, -0.01], [0.00, 0.00, 0.00], [0.00, 0.01, 0.01], [0.00, 0.00, 0.00], [0.00, 0.00, 0.00], [0.00, 0.00, 0.01], [-0.01, 0.01, 0.00], [0.00, -0.01, 0.00], [0.00, 0.00, 0.00], [-0.01, -0.01, 0.00]], "mulliken_spin": [2.1380, -0.0013, -0.0003, 0.0016, -0.0006, -0.0182, -0.0571, -0.0007, -0.0701, 0.0001, -0.0008, 0.0002, 0.0000, -0.0015, 0.0023, -0.0011, -0.0001, 0.0034, -0.0196, -0.0277, -0.0007, 0.0505, 0.0027, 0.0059, -0.0003, -0.0066, 0.0099, -0.0067, -0.0001, 0.0000, 0.0000, 0.0002, 0.0000, 0.0000, 0.0000, 0.0000, 0.0001, -0.0004, -0.0013]}

***

[4]
{"formula": "C4H11N2O3", "method": "ωB97M-V/def2-TZVPD", "lumo_energy_ha": -0.112, "homo_ev": -14.7, "total_charge": 1, "orbital_gap_ha": 0.4288, "elements": ["C", "C", "C", "C", "N", "N", "O", "O", "O", "H", "H", "H", "H", "H", "H", "H", "H", "H", "H", "H"], "positions_angstrom": [[1.94341, -0.02115, 0.62334], [3.07277, -1.04998, 0.83254], [-3.34378, -1.21807, -0.27408], [-1.35873, 0.33162, -0.35006], [1.47327, 1.72547, -0.77761], [-2.62965, 0.03704, -0.47654], [0.84040, 0.15791, 1.09405], [-0.93868, 1.52465, -0.24116], [2.44635, 0.83725, -0.29552], [4.06297, -0.60881, 0.82300], [3.01738, -1.86043, 0.12162], [2.93751, -1.54921, 1.84035], [-4.38201, -1.20894, -0.64405], [-3.00334, -2.30519, -0.55081], [-3.57792, -1.28233, 0.75591], [-0.63125, -0.53417, -0.22164], [1.48174, 2.56235, -0.17554], [1.70428, 2.06959, -1.67917], [-3.18925, 0.85584, -0.39270], [0.07454, 1.53656, -0.01196]], "forces_ev_per_a": [[1.11, -0.03, -0.06], [-1.40, -0.60, 2.47], [-1.17, -2.59, -0.17], [0.51, -2.52, 0.70], [-0.43, 0.99, 1.93], [1.08, 0.17, -0.37], [1.36, -0.87, 0.15], [-0.97, 0.14, 0.33], [0.35, 0.37, -0.83], [-0.12, 0.30, -0.26], [-0.12, 0.01, -0.52], [0.06, 0.68, -1.07], [0.66, 0.67, -0.73], [0.50, 2.66, -0.01], [0.27, -0.12, 1.43], [-1.06, 1.21, -0.46], [0.59, -0.20, -0.15], [0.72, -0.28, -1.07], [-0.89, 0.61, -0.20], [-1.04, -0.61, -1.09]], "nbo_charge": [0.8199, -0.7269, -0.4660, 0.5667, -0.5406, -0.5076, -0.6216, -0.6199, -0.3523, 0.2661, 0.2616, 0.2545, 0.2495, 0.2624, 0.2243, 0.2085, 0.3684, 0.3999, 0.4232, 0.5301]}